# 1
{
  "formula": "C25H37Cl36N2O",
  "method": "ωB97M-V/def2-TZVPD",
  "homo_energy_ha": -0.4230,
  "lumo_energy_ev": -2.604,
  "gap_ev": 8.91,
  "charge": 1,
  "total_energy_ev": -482348.83406,
  "elements": ["C", "C", "C", "N", "N", "C", "C", "C", "C", "C", "C", "C", "C", "C", "C", "C", "C", "O", "C", "H", "H", "H", "H", "H", "H", "H", "H", "H", "H", "H", "H", "H", "H", "H", "H", "H", "H", "H", "H", "H", "H", "H", "H", "H", "H", "H", "H", "H", "H", "H", "H", "H", "H", "H", "H", "H", "C", "Cl", "Cl", "Cl", "Cl", "C", "Cl", "Cl", "Cl", "Cl", "C", "Cl", "Cl", "Cl", "Cl", "C", "Cl", "Cl", "Cl", "Cl", "C", "Cl", "Cl", "Cl", "Cl", "C", "Cl", "Cl", "Cl", "Cl", "C", "Cl", "Cl", "Cl", "Cl", "C", "Cl", "Cl", "Cl", "Cl", "C", "Cl", "Cl", "Cl", "Cl"],
  "coordinates": [[-2.05750, 3.53677, 1.68731], [-1.58731, 2.41849, 2.67531], [-2.27539, 1.03413, 2.35411], [-1.49370, 0.00900, 3.07548], [-1.74785, -1.32322, 2.61975], [-1.13916, -1.64754, 1.29704], [0.27313, -2.34139, 1.44344], [0.58605, -3.04839, 0.08913], [2.04344, -3.59258, 0.00191], [3.11715, -2.48990, 0.20933], [3.19260, -1.44189, -0.95268], [2.31668, -0.15193, -0.67534], [1.72198, 0.41869, -2.00726], [0.48689, -0.41238, -2.46677], [-0.39758, 0.38150, -3.50227], [-1.08221, -0.58058, -4.53057], [-2.30367, -1.35560, -3.91722], [-2.05970, -2.75989, -3.89583], [-1.80458, -3.26856, -2.59595], [-3.00116, 3.95867, 2.08873], [-2.20833, 3.16727, 0.65340], [-1.25556, 4.29996, 1.63426], [-1.77166, 2.74093, 3.71600], [-0.50059, 2.22659, 2.53525], [-3.35105, 1.06757, 2.64316], [-2.24047, 0.93445, 1.25757], [-1.80377, 0.03277, 4.04671], [-2.76569, -1.53401, 2.62311], [-1.35738, -1.95182, 3.33401], [-1.80647, -2.28513, 0.67886], [-0.95416, -0.74362, 0.68148], [0.24936, -3.03073, 2.31230], [0.96685, -1.50683, 1.67831], [0.30045, -2.36949, -0.73672], [-0.10235, -3.92480, 0.01354], [2.17799, -4.02449, -1.01569], [2.13517, -4.42562, 0.72699], [3.05129, -1.99949, 1.20473], [4.10667, -3.00485, 0.21181], [4.24384, -1.08371, -1.00063], [2.97801, -1.89353, -1.94097], [1.54528, -0.45913, 0.06009], [2.94631, 0.63392, -0.22402], [2.48455, 0.40849, -2.81493], [1.40745, 1.46536, -1.81087], [-0.19035, -0.64147, -1.60640], [0.81980, -1.38137, -2.90520], [-1.15726, 1.01209, -2.99926], [0.29804, 1.06005, -4.04661], [-1.39574, 0.05179, -5.38993], [-0.34108, -1.30426, -4.92687], [-3.14255, -1.19724, -4.63405], [-2.63910, -0.92581, -2.95451], [-1.87301, -2.51170, -1.78813], [-0.76618, -3.67018, -2.58303], [-2.52556, -4.07700, -2.34445], [2.34051, -3.08757, -6.41855], [3.68109, -3.13839, -5.26114], [0.80114, -3.36570, -5.58147], [2.30835, -1.49494, -7.19596], [2.56914, -4.34089, -7.64836], [1.02450, 4.57968, -2.68369], [2.23756, 4.43075, -1.39710], [-0.59038, 4.20989, -2.03536], [1.03842, 6.23094, -3.31941], [1.39112, 3.43717, -3.98768], [-5.61465, -1.41092, 0.38887], [-5.00710, -2.24758, 1.83622], [-4.35130, -0.35190, -0.26320], [-6.06606, -2.60820, -0.82855], [-7.02741, -0.44133, 0.82550], [0.31967, 5.95063, 2.23793], [0.14640, 5.21845, 0.63036], [1.19629, 4.83929, 3.30645], [1.21829, 7.47037, 2.10226], [-1.28877, 6.27276, 2.91376], [-1.61957, -3.52632, 6.32368], [-2.49096, -5.04982, 6.53327], [-0.70198, -3.15585, 7.78734], [-0.50575, -3.66707, 4.94606], [-2.77969, -2.21805, 5.99982], [6.91677, -1.37411, -3.55316], [6.27263, -2.98465, -3.17061], [7.73045, -0.71131, -2.12512], [8.07558, -1.50930, -4.88409], [5.59561, -0.29515, -4.03715], [-6.50015, -5.93312, 1.48025], [-7.33190, -7.47540, 1.72208], [-5.51548, -5.56804, 2.91186], [-5.45007, -6.04683, 0.05605], [-7.69942, -4.64797, 1.23727], [3.87556, 1.65835, 3.75577], [2.87325, 2.65239, 4.82528], [3.88918, 2.37406, 2.13523], [5.52777, 1.59246, 4.38574], [3.20625, 0.01669, 3.67517], [1.59047, 11.84493, 3.01780], [2.61257, 10.48429, 2.51954], [0.61634, 11.36703, 4.41864], [2.61433, 13.22318, 3.45088], [0.52051, 12.29874, 1.68053]],
  "lowdin_charge": [-0.183, -0.215, -0.216, 0.003, 0.011, -0.131, -0.164, -0.203, -0.180, -0.200, -0.181, -0.176, -0.199, -0.197, -0.204, -0.168, -0.209, -0.201, -0.116, 0.080, 0.069, -0.128, 0.112, 0.100, 0.126, 0.075, 0.120, 0.086, 0.074, 0.119, 0.118, 0.081, 0.088, 0.067, 0.122, 0.118, 0.114, 0.085, 0.111, 0.095, 0.100, 0.078, 0.081, 0.112, 0.068, 0.084, 0.108, 0.101, 0.050, 0.113, 0.030, 0.124, 0.095, 0.058, 0.083, 0.093, -2.020, 0.484, 0.570, 0.527, 0.539, -2.002, 0.503, 0.504, 0.556, 0.574, -2.003, 0.523, 0.552, 0.532, 0.564, -1.934, 0.519, 0.515, 0.532, 0.591, -2.017, 0.558, 0.565, 0.554, 0.523, -2.036, 0.495, 0.524, 0.539, 0.502, -2.030, 0.548, 0.489, 0.508, 0.504, -2.029, 0.499, 0.522, 0.548, 0.510, -2.042, 0.490, 0.517, 0.528, 0.520]
}

# 2
{
  "formula": "C25H37ClIN3O7SSiY",
  "method": "ωB97M-V/def2-TZVPD",
  "homo_energy_ha": -0.1939,
  "lumo_energy_ev": 2.151,
  "gap_ev": 7.43,
  "charge": -1,
  "total_energy_ev": -85722.85497,
  "elements": ["Y", "N", "C", "C", "O", "N", "C", "C", "O", "O", "H", "H", "H", "H", "H", "H", "Cl", "C", "C", "C", "I", "C", "O", "C", "N", "C", "C", "C", "C", "H", "H", "H", "H", "C", "C", "C", "C", "O", "Si", "S", "O", "C", "C", "C", "C", "O", "C", "C", "C", "C", "H", "H", "H", "H", "H", "H", "H", "H", "H", "H", "H", "H", "H", "H", "H", "H", "H", "H", "H", "H", "H", "H", "H", "H", "H", "H", "H"],
  "coordinates": [[-1.23398, -0.81561, -0.83459], [-3.38934, -0.54614, 0.63507], [-4.15357, -1.79342, 0.40784], [-3.23768, -3.02381, 0.23337], [-3.56257, -4.08745, 0.76609], [-2.17220, -2.77619, -0.53391], [-1.25165, -3.89386, -0.73938], [0.21730, -3.43615, -0.80547], [1.10178, -4.28051, -0.83585], [0.41237, -2.15623, -0.85103], [-3.28604, -0.39124, 1.62984], [-3.89516, 0.24583, 0.25474], [-4.73245, -1.68845, -0.51080], [-4.85031, -2.01298, 1.21812], [-1.47215, -4.39572, -1.68842], [-1.35040, -4.63821, 0.05183], [-2.79257, 0.75705, -7.80470], [-2.75375, 0.67411, -6.06254], [-3.57565, 1.49903, -5.33893], [-3.57397, 1.43484, -3.94812], [-4.82487, 2.66883, -2.80369], [-2.77252, 0.55173, -3.21387], [-2.81014, 0.45859, -1.93635], [-1.88871, -0.27794, -4.00359], [-1.06667, -1.10136, -3.30595], [-0.23629, -1.88484, -3.95519], [-0.17655, -1.92089, -5.35688], [-0.99474, -1.10396, -6.08510], [-1.88500, -0.23135, -5.42068], [-4.22443, 2.19289, -5.85485], [0.41662, -2.50576, -3.35191], [0.52009, -2.59288, -5.83864], [-0.97405, -1.10808, -7.16645], [1.30897, -1.21159, 3.28635], [-0.10315, -0.92115, 2.77656], [-0.82284, -2.24818, 2.55848], [-0.86269, -0.06584, 3.79258], [-0.07467, -0.26896, 1.48289], [0.88801, 1.02229, 0.99584], [0.32024, 1.32513, -0.97632], [0.45337, 2.18873, 2.06170], [1.01541, 3.46841, 2.35523], [-0.11258, 4.27168, 2.99875], [1.50189, 4.15952, 1.08394], [2.16779, 3.29505, 3.34804], [2.48565, 0.80331, 1.27313], [3.60000, 0.29103, 0.52922], [4.67444, -0.02102, 1.56939], [4.08304, 1.38169, -0.42577], [3.24443, -0.97195, -0.24251], [1.24796, -1.77634, 4.21753], [1.85606, -0.28730, 3.46855], [1.85367, -1.79650, 2.54264], [-0.80062, -2.84634, 3.46927], [-0.32480, -2.80644, 1.76395], [-1.86322, -2.09856, 2.26791], [-1.08091, -0.65216, 4.68731], [-1.79968, 0.29424, 3.36302], [-0.26900, 0.80125, 4.07049], [-0.92943, 4.38889, 2.28545], [0.24055, 5.25611, 3.31147], [-0.48919, 3.73205, 3.86931], [0.68986, 4.21431, 0.35801], [2.30885, 3.57938, 0.63430], [1.86422, 5.16483, 1.30584], [1.80286, 2.81112, 4.25689], [2.60030, 4.26230, 3.61282], [2.93528, 2.66334, 2.90323], [4.90666, 0.87132, 2.15437], [5.58288, -0.37277, 1.07754], [4.31458, -0.79754, 2.24583], [4.35637, 2.27959, 0.13399], [3.28115, 1.62798, -1.12369], [4.95433, 1.03838, -0.98648], [2.82045, -1.72888, 0.41767], [4.13971, -1.38145, -0.71477], [2.50304, -0.75881, -1.00997]],
  "lowdin_charge": [1.271, -0.021, -0.162, -0.590, -0.007, -0.113, -0.138, -0.655, 0.023, -0.218, 0.070, 0.075, 0.118, 0.109, 0.123, 0.115, 0.650, -0.622, -0.183, -0.631, 0.857, -0.461, -0.266, -0.133, 0.058, -0.092, -0.038, -0.023, -0.175, 0.090, 0.114, 0.105, 0.087, -0.022, -0.606, -0.010, -0.021, -0.243, -0.150, 0.349, -0.149, -0.644, -0.033, -0.039, -0.025, -0.161, -0.639, -0.032, -0.039, -0.033, 0.091, 0.079, 0.087, 0.096, 0.088, 0.070, 0.088, 0.082, 0.070, 0.088, 0.082, 0.080, 0.079, 0.065, 0.087, 0.084, 0.083, 0.070, 0.080, 0.084, 0.079, 0.080, 0.059, 0.084, 0.080, 0.092, 0.055]
}

# 3
{
  "formula": "C25H37FN4O3RuS2",
  "method": "ωB97M-V/def2-TZVPD",
  "homo_energy_ha": [-0.5478, -0.5669],
  "lumo_energy_ev": [-7.401, -9.364],
  "gap_ev": [7.50, 6.06],
  "s_squared": 8.7602,
  "charge": 3,
  "multiplicity": 6,
  "total_energy_ev": -65568.85007,
  "elements": ["Ru", "S", "S", "C", "C", "C", "N", "C", "C", "H", "H", "H", "H", "H", "H", "H", "H", "C", "H", "H", "H", "H", "H", "H", "H", "C", "C", "H", "H", "H", "H", "F", "C", "C", "C", "C", "O", "C", "C", "N", "C", "C", "C", "C", "C", "C", "N", "C", "C", "N", "C", "C", "C", "O", "O", "H", "H", "H", "H", "H", "H", "H", "H", "H", "H", "H", "H", "H", "H", "H", "H", "H", "H"],
  "coordinates": [[0.61082, -0.16023, -3.66982], [-0.35996, 1.87225, -3.52301], [-0.21310, -2.23045, -3.52958], [-2.18142, 1.66075, -3.47016], [-0.19105, 2.23905, -5.29408], [-0.61047, 1.12080, -6.22367], [0.01947, -0.16374, -5.77630], [-0.58905, -1.45819, -6.23007], [-0.12234, -2.57550, -5.31937], [0.86601, 2.49349, -5.41463], [-0.78865, 3.14127, -5.43061], [-0.25714, 1.35227, -7.23891], [-1.69435, 1.00723, -6.28352], [-0.24826, -1.66717, -7.25541], [-1.67671, -1.37142, -6.27066], [0.93234, -2.81942, -5.48628], [-0.71596, -3.48489, -5.43229], [-2.02329, -2.02221, -3.37273], [0.89600, -0.16178, -6.30463], [-2.37540, -1.08061, -3.81006], [-2.22913, -2.03984, -2.29409], [-2.48785, -2.88414, -3.86825], [-2.46065, 1.77550, -2.41305], [-2.49773, 0.67761, -3.83952], [-2.62406, 2.46810, -4.07151], [2.43630, -0.12063, -4.63481], [3.34028, -0.04519, -3.45237], [2.54840, 0.77239, -5.26493], [2.64044, -1.03790, -5.20123], [3.78347, 0.95329, -3.36438], [4.10165, -0.82481, -3.48809], [-3.51482, -0.67102, 2.54446], [-2.17356, -0.35997, 2.43745], [-1.61026, -0.34002, 1.17972], [-0.25034, 0.05528, 1.02778], [0.42386, 0.08804, -0.26288], [-0.18179, -0.21531, -1.33811], [1.80324, 0.55444, -0.20894], [2.27698, 1.19250, 0.90199], [1.80994, 0.82627, 2.12533], [2.71773, 0.78103, 3.19394], [4.13433, 0.41475, 2.85599], [3.80613, 1.81084, 3.23429], [0.47368, 0.39957, 2.20218], [-0.13617, 0.40810, 3.46102], [-1.46902, -0.02236, 3.62492], [-2.03205, -0.03238, 4.88462], [-1.55980, 0.87655, 5.92066], [-1.01464, 0.06519, 7.09133], [-2.09089, -0.87548, 7.49403], [-2.67840, -1.75488, 6.45692], [-3.13979, -0.86540, 5.29970], [2.89071, 0.21075, -1.13705], [4.07973, 0.34957, -0.88416], [2.47575, -0.32779, -2.30869], [-2.20078, -0.60199, 0.30645], [3.21364, 1.73785, 0.85572], [2.32573, 0.40048, 4.13660], [4.66573, -0.19307, 3.59072], [4.36446, 0.21538, 1.80277], [3.81380, 2.55770, 2.43284], [4.10935, 2.14063, 4.22753], [0.44103, 0.74760, 4.32254], [-2.40426, 1.50673, 6.25960], [-0.78490, 1.53983, 5.52108], [-0.13760, -0.53071, 6.81978], [-0.77197, 0.70985, 7.94122], [-1.76082, -1.45755, 8.26503], [-2.86145, -0.29041, 7.81545], [-3.52612, -2.29627, 6.88664], [-1.90672, -2.46499, 6.14274], [-3.95731, -0.20074, 5.64097], [-3.49098, -1.47451, 4.46384]],
  "lowdin_charge": [1.124, 0.845, 0.853, -0.277, -0.409, -0.206, -0.213, -0.203, -0.395, 0.087, 0.102, 0.148, 0.127, 0.148, 0.128, 0.090, 0.102, -0.283, 0.102, 0.016, 0.054, 0.072, 0.062, 0.018, 0.072, -0.253, -0.209, 0.075, 0.077, 0.142, 0.140, 0.051, -0.146, 0.097, -0.051, -0.265, -0.151, -0.021, 0.068, 0.031, -0.249, -0.058, -0.061, -0.088, 0.070, -0.115, -0.085, -0.112, -0.076, 0.054, -0.074, -0.109, -0.412, 0.145, -0.132, 0.134, 0.142, 0.146, 0.126, 0.113, 0.116, 0.124, 0.104, 0.151, 0.130, 0.147, 0.151, 0.196, 0.185, 0.152, 0.150, 0.151, 0.136]
}